Entry 1:
The following is a quantum chemistry calculation of C3H4N2OS2 in the gas phase in a non-equilibrium geometry, from the Open Molecules 2025 dataset.

Computed properties:
* LUMO level: 0.32 eV
* E: -29870.6774 eV
* HOMO energy: -8.7859 eV
* total charge: 0
* energy relative to the best compared isomer or geometry (same formula, charge and spin): 334.44 kJ/mol
* SMILES: [H]/N=c1/cc(S)on1S
* HOMO-LUMO gap: 9.1 eV

Each line ends with the Mulliken charge.
Element x y z (Å)
1 C 1.368 -0.100 -0.147  0.102
2 C 0.835 1.067 -0.187  -0.236
3 C -0.603 0.842 -0.178  0.550
4 H 2.783 -1.706 -0.777  0.167
5 H 1.372 2.054 -0.092  0.328
6 H -2.371 1.278 0.301  0.200
7 H -2.444 -1.365 1.384  0.167
8 N -1.464 1.776 0.100  -0.702
9 N -0.810 -0.512 -0.294  0.119
10 O 0.469 -1.148 -0.193  -0.360
11 S 3.067 -0.720 0.123  -0.216
12 S -2.202 -1.467 -0.040  -0.120

Entry 2:
The following is a quantum chemistry calculation of 4 unconnected molecules or ions with the total composition C4H16O3 in a non-equilibrium geometry, from the Open Molecules 2025 dataset.

Computed properties:
* LUMO level: 0.33 eV
* E: -10547.8053 eV
* HOMO energy: -10.0249 eV
* total charge: 0
* energy relative to the best compared isomer or geometry (same formula, charge and spin): 257.53 kJ/mol
* SMILES: CCCC.O.O.O
* HOMO-LUMO gap: 10.4 eV

Each line ends with the Mulliken charge.
Element x y z (Å)
1 C 1.313 -1.619 -1.702  -0.839
2 C 1.040 -0.822 -0.445  -0.723
3 C 1.062 0.673 -0.814  -0.535
4 C -0.417 0.975 -1.243  -0.657
5 H 2.335 -1.373 -2.223  0.237
6 H 0.528 -1.448 -2.599  0.228
7 H 1.488 -2.658 -1.151  0.261
8 H 1.821 -1.044 0.271  0.355
9 H 0.175 -1.080 0.060  0.418
10 H 1.810 0.922 -1.543  0.358
11 H 1.307 1.177 0.105  0.332
12 H -1.040 0.317 -0.699  0.345
13 H -0.664 0.798 -2.277  0.338
14 H -0.441 2.089 -0.984  -0.094
15 H -1.437 4.151 1.235  0.302
16 H -0.700 3.971 -0.168  0.312
17 O -1.261 3.501 0.467  -0.638
18 H 0.206 4.257 5.113  0.275
19 H -0.510 3.040 4.879  0.309
20 O 0.025 3.494 5.490  -0.585
21 H -2.888 -5.981 -0.463  0.332
22 H -1.810 -6.976 -1.041  0.327
23 O -1.944 -6.365 -0.268  -0.659

Entry 3:
The following is a quantum chemistry calculation of C3H2Cl2O in the gas phase in a non-equilibrium geometry, from the Open Molecules 2025 dataset.

Computed properties:
* LUMO level (spin up / spin down): 0.72 / -3.97 eV
* E: -30231.0996 eV
* HOMO energy (spin up / spin down): -7.5325 / -10.0905 eV
* expectation value of S²: 2.031
* total charge: 0
* energy relative to the best compared isomer or geometry (same formula, charge and spin): 26.72 kJ/mol
* spin multiplicity: 3
* HOMO-LUMO gap (spin up / spin down): 8.3 / 6.1 eV

Each line ends with the Löwdin spin population.
Element x y z (Å)
1 C 0.606 -0.481 -1.123  0.293
2 C 0.295 0.197 -0.007  0.085
3 C -0.834 0.002 0.821  0.427
4 O -2.029 -0.203 0.495  0.917
5 Cl 1.392 1.488 0.582  0.033
6 Cl -0.650 0.251 2.581  0.202
7 H 1.335 -0.192 -1.810  0.023
8 H -0.114 -1.062 -1.539  0.019

Repeat the third record exactly.
The following is a quantum chemistry calculation of C3H2Cl2O in the gas phase in a non-equilibrium geometry, from the Open Molecules 2025 dataset.

Computed properties:
* LUMO level (spin up / spin down): 0.72 / -3.97 eV
* E: -30231.0996 eV
* HOMO energy (spin up / spin down): -7.5325 / -10.0905 eV
* expectation value of S²: 2.031
* total charge: 0
* energy relative to the best compared isomer or geometry (same formula, charge and spin): 26.72 kJ/mol
* spin multiplicity: 3
* HOMO-LUMO gap (spin up / spin down): 8.3 / 6.1 eV

Each line ends with the Löwdin spin population.
Element x y z (Å)
1 C 0.606 -0.481 -1.123  0.293
2 C 0.295 0.197 -0.007  0.085
3 C -0.834 0.002 0.821  0.427
4 O -2.029 -0.203 0.495  0.917
5 Cl 1.392 1.488 0.582  0.033
6 Cl -0.650 0.251 2.581  0.202
7 H 1.335 -0.192 -1.810  0.023
8 H -0.114 -1.062 -1.539  0.019

Q: What is the energy relative to the best compared isomer or geometry (same formula, charge and spin) in the second record?
A: 257.53 kJ/mol